{
  "formula": "C4H7ClS",
  "method": "ωB97M-V with the def2-TZVPD basis set",
  "symbols": ["Cl", "S", "C", "C", "C", "C", "H", "H", "H", "H", "H", "H", "H"],
  "positions_angstrom": [[-2.720457, -0.240781, -0.550139], [-0.916578, 1.662812, 0.197585], [0.756947, 1.373092, 1.185206], [1.286393, -0.005089, -0.979651], [-2.129648, -1.747509, 0.041250], [0.307131, 0.423191, 0.170520], [0.716778, -0.533251, -1.734664], [0.601679, 1.022795, 2.172017], [2.189987, -0.611678, -0.636224], [1.924174, 0.797417, -1.406684], [1.678274, 1.873457, 0.961014], [-1.219321, -2.057185, -0.380519], [-2.475363, -1.957275, 0.960291]],
  "forces_ev_per_a": [[-0.7, -1.4, -0.3], [2.4, 0.1, 1.0], [-1.2, -1.1, -1.5], [0.5, -0.1, 1.2], [0.1, 2.3, -2.7], [1.8, 0.2, -1.1], [0.3, 0.0, -0.3], [-0.3, 0.4, 1.0], [-1.7, 0.0, 0.2], [-1.2, 0.4, -0.1], [0.2, 0.7, 0.0], [0.8, -0.5, -0.4], [-1.0, -1.0, 3.0]],
  "gap_ev": [7.5, 8.3],
  "e_tot_ha": -1014.7902,
  "lumo_energy_ha": [-0.005, -0.004],
  "homo_energy_ev": [-7.602, -8.367],
  "de_lowest_kcal_mol": 112.1
}

---

{
  "formula": "C4H7ClS2",
  "method": "ωB97M-V with the def2-TZVPD basis set",
  "symbols": ["Cl", "S", "S", "C", "C", "C", "C", "H", "H", "H", "H", "H", "H", "H"],
  "positions_angstrom": [[-1.094042, -1.775694, 0.498669], [0.935557, -0.728107, -2.384298], [2.212550, -1.108526, 1.105191], [1.100351, 0.002101, 0.424168], [0.541914, 0.277863, -1.035944], [-0.289659, -0.159649, 0.176711], [-1.309599, 0.983512, 0.489078], [1.410239, -2.182527, 1.887564], [1.098736, 0.841602, 0.919896], [-2.360259, 0.391451, 1.212378], [-0.580933, 1.989267, 1.013860], [-0.399106, -1.332214, -2.244275], [-1.961246, 1.542741, -0.637427], [0.695495, 1.258181, -1.425569]],
  "forces_ev_per_a": [[0.8, 1.0, -1.0], [-2.6, -2.6, -0.3], [0.2, -3.3, 1.5], [-0.3, -2.1, -1.9], [1.7, -1.7, 1.7], [-4.2, 0.7, -1.7], [-2.3, 1.7, 0.6], [1.1, 2.5, -1.9], [1.0, 4.7, 2.5], [3.6, 2.6, -2.0], [-2.8, -3.1, -1.3], [2.3, 0.5, -0.8], [2.3, -2.1, 3.6], [-0.9, 1.1, 1.0]],
  "gap_ev": 9.2,
  "e_tot_ha": -1412.9545,
  "lumo_energy_ha": 0.011,
  "homo_energy_ev": -8.909,
  "de_lowest_kcal_mol": 133.4
}

---

{
  "formula": "C4H7F",
  "method": "ωB97M-V with the def2-TZVPD basis set",
  "symbols": ["F", "C", "C", "C", "C", "H", "H", "H", "H", "H", "H", "H"],
  "positions_angstrom": [[0.159203, 1.307914, -0.283984], [0.102562, -0.069481, -0.003010], [-1.001879, -0.633161, -0.575019], [-1.053955, -0.135226, 0.780637], [1.513793, -0.499559, 0.108347], [1.829550, -0.809915, -1.152954], [-0.820692, -0.822197, 1.355748], [2.127090, 0.244081, 0.645713], [1.638903, -1.420597, 0.828469], [-1.180904, 1.044714, 1.348300], [-0.856324, -1.692236, -0.876397], [-1.533576, -0.290515, -1.458754]],
  "forces_ev_per_a": [[0.9, 1.4, -1.4], [5.0, 4.6, -0.9], [-3.1, -3.0, -5.2], [-2.6, 7.4, 1.2], [1.0, -3.3, -1.3], [-0.3, 1.0, 4.2], [0.5, -6.4, 6.6], [-0.2, 0.0, -1.0], [-0.4, 1.2, -1.8], [-0.6, -4.1, -2.2], [-0.5, 0.1, 1.4], [0.2, 1.1, 0.4]],
  "gap_ev": 11.2,
  "e_tot_ha": -256.2976,
  "lumo_energy_ha": 0.038,
  "homo_energy_ev": -10.162,
  "de_lowest_kcal_mol": 91.8
}

---

{
  "formula": "C4H7F2NS",
  "method": "ωB97M-V with the def2-TZVPD basis set",
  "symbols": ["S", "F", "F", "N", "C", "C", "C", "C", "H", "H", "H", "H", "H", "H", "H"],
  "positions_angstrom": [[2.170758, -0.048377, -0.150457], [-0.222736, 1.514385, -0.759899], [-0.273557, -1.503885, -0.679262], [-2.240886, -0.105834, -0.492094], [-0.307569, -0.966418, 0.595929], [-0.393860, 1.162692, 0.510614], [0.704894, 0.039949, 0.782132], [-1.404883, -0.003478, 0.667343], [0.964355, 0.009943, 1.813984], [-2.883419, -0.905855, -0.541403], [-0.436750, -1.726930, 1.270739], [1.557335, -0.062317, -1.306819], [-1.838062, 0.029337, 1.723122], [-2.974643, 0.665019, -0.689941], [-0.559596, 2.014706, 1.198625]],
  "forces_ev_per_a": [[1.3, 0.2, 0.2], [-0.4, 1.3, -1.5], [0.4, -0.7, -0.1], [-3.8, 1.2, -1.0], [-1.0, -1.9, -2.3], [0.7, -1.2, 1.7], [0.6, 2.3, 1.3], [-2.3, 2.2, 0.3], [0.5, 0.3, 1.0], [1.0, -0.1, 0.4], [0.4, -2.3, 1.6], [-0.3, 0.0, -0.8], [0.1, 0.0, -1.2], [2.1, -1.0, 1.0], [0.5, -0.2, -0.6]],
  "gap_ev": 9.8,
  "e_tot_ha": -809.2121,
  "lumo_energy_ha": 0.026,
  "homo_energy_ev": -9.109,
  "de_lowest_kcal_mol": 53.9
}

---

{
  "formula": "C4H7F3",
  "method": "ωB97M-V with the def2-TZVPD basis set",
  "symbols": ["F", "F", "F", "C", "C", "C", "C", "H", "H", "H", "H", "H", "H", "H"],
  "positions_angstrom": [[0.509069, -1.615298, 1.642578], [1.280981, -1.826773, -0.661080], [1.561594, 0.585561, 0.500058], [-0.387106, -0.625784, 1.176115], [0.327994, 0.175204, 0.128302], [0.579879, -0.704551, -1.105469], [-0.498311, 1.378490, -0.172609], [0.007187, 2.121872, -0.863967], [-1.401731, 0.985380, -0.727977], [-1.306003, -1.141585, 0.900593], [-0.790282, 1.948504, 0.711021], [-0.584376, 0.061849, 1.972843], [-0.307269, -1.117003, -1.490691], [1.008374, -0.225865, -2.009720]],
  "forces_ev_per_a": [[-0.9, 0.6, 0.4], [0.6, 0.5, -0.9], [1.1, 0.3, 1.3], [1.6, -1.1, 1.1], [-0.5, -0.4, -2.4], [0.2, -0.3, 0.1], [-1.0, 0.9, -2.1], [-0.4, -1.1, 0.7], [0.6, 0.8, 0.7], [0.1, 0.3, -0.5], [-0.1, -0.3, 0.0], [-0.2, 0.2, 0.9], [-1.7, -0.3, -0.2], [0.7, 0.0, 1.0]],
  "gap_ev": 12.2,
  "e_tot_ha": -456.1767,
  "lumo_energy_ha": 0.029,
  "homo_energy_ev": -11.376,
  "de_lowest_kcal_mol": 34.1
}

---

{
  "formula": "C4H7F3O3",
  "method": "ωB97M-V with the def2-TZVPD basis set",
  "symbols": ["F", "F", "F", "O", "O", "O", "C", "C", "C", "C", "H", "H", "H", "H", "H", "H", "H"],
  "positions_angstrom": [[-1.620040, 1.176067, -1.527502], [-2.701773, -0.159213, -0.213633], [-1.458650, -0.957225, -1.778241], [-0.020781, -1.287931, 0.467738], [-0.503558, 2.335081, 0.883302], [2.208359, -1.857741, -0.066593], [0.965487, -0.210217, -0.504978], [-0.370332, 0.017682, 0.106365], [-1.545768, 0.016319, -0.866838], [-0.479590, 0.989900, 1.280811], [2.355204, -2.246545, -0.932647], [0.361630, 0.775316, 1.957609], [1.710669, 0.509637, -0.146655], [1.189538, -2.157704, 0.491081], [0.377681, 2.614222, 0.619234], [-1.412376, 0.786076, 1.821980], [0.944301, -0.343723, -1.591034]],
  "forces_ev_per_a": [[0.0, 0.2, -0.2], [-0.2, 0.0, 0.1], [0.2, -0.1, -0.1], [0.4, 0.6, -0.3], [-0.1, 0.3, 0.0], [-1.8, -1.3, 2.3], [-2.8, 1.8, 0.3], [0.5, 0.2, -0.7], [-0.1, 0.2, 0.4], [-0.1, -0.5, 0.1], [-0.4, -0.6, 0.1], [-0.2, -0.1, -0.1], [0.3, -1.2, 0.3], [3.9, 1.2, -2.8], [0.0, 0.0, 0.0], [0.2, 0.1, -0.1], [0.2, -0.7, 0.6]],
  "gap_ev": 9.9,
  "e_tot_ha": -681.7936,
  "lumo_energy_ha": 0.006,
  "homo_energy_ev": -9.789
}

---

{
  "formula": "C4H7FI2",
  "method": "ωB97M-V with the def2-TZVPD basis set",
  "symbols": ["I", "I", "F", "C", "C", "C", "C", "H", "H", "H", "H", "H", "H", "H"],
  "positions_angstrom": [[-3.261568, -1.678200, 0.085068], [-2.504175, 1.784324, 0.233310], [-1.788097, 0.029988, -1.877989], [-1.978457, -0.087971, -0.535665], [0.674160, 0.470878, -0.179915], [-0.367409, -0.593058, 0.089530], [2.031407, 0.142257, 0.444289], [-0.574010, -0.598279, 1.233030], [1.943796, -0.376695, 1.442639], [2.803904, 1.076695, 0.707810], [0.157369, 1.383321, 0.143733], [0.678000, 0.608576, -1.310698], [-0.281608, -1.578005, -0.240420], [2.466691, -0.583832, -0.234725]],
  "forces_ev_per_a": [[-0.2, 0.2, -0.4], [-0.5, 0.4, 0.2], [-0.7, -0.3, 0.0], [4.2, -1.4, 1.0], [-1.0, 0.4, -1.6], [-3.7, 2.9, 2.4], [1.4, 1.5, 1.5], [0.3, -0.3, -1.8], [-0.2, 0.5, -1.0], [-2.2, -2.4, -1.2], [0.8, 0.1, 0.4], [0.7, -0.2, 1.2], [0.5, -1.5, -0.8], [0.7, 0.1, 0.1]],
  "gap_ev": 9.3,
  "e_tot_ha": -851.7989,
  "lumo_energy_ha": -0.007,
  "homo_energy_ev": -9.518,
  "de_lowest_kcal_mol": 16.6
}

---

{
  "formula": "C4H7FN2O",
  "method": "ωB97M-V with the def2-TZVPD basis set",
  "symbols": ["F", "O", "N", "N", "C", "C", "C", "C", "H", "H", "H", "H", "H", "H", "H"],
  "positions_angstrom": [[0.538971, 0.927235, -2.179411], [0.408641, -3.265540, 1.890678], [-0.261105, 2.553524, 0.007545], [0.291026, -1.348261, 0.651094], [0.116028, 0.400694, -1.018749], [0.657597, -0.705402, -0.521722], [0.615495, -2.635241, 0.889208], [-0.894009, 1.322794, -0.368930], [-0.129363, -0.872994, 1.436318], [1.306765, -1.290823, -1.168125], [-1.010572, 3.228601, 0.206530], [-1.681506, 1.533869, -1.121381], [-1.376603, 0.754030, 0.475214], [1.156197, -3.071400, -0.060545], [0.262438, 2.468914, 0.882276]],
  "forces_ev_per_a": [[0.3, -0.4, -0.3], [-0.1, 0.1, 0.2], [-0.5, 1.3, 0.8], [-0.3, 0.3, 0.9], [-0.6, 0.8, 1.0], [-0.3, 0.0, -1.4], [1.3, -1.3, -1.9], [-0.3, -1.7, 0.0], [-0.1, 0.2, -0.2], [0.2, 0.2, 0.2], [0.6, -0.1, -0.1], [0.4, -0.1, 0.4], [0.2, 0.5, -0.6], [-0.8, 0.4, 1.5], [-0.1, -0.1, -0.4]],
  "gap_ev": 9.6,
  "e_tot_ha": -441.2074,
  "lumo_energy_ha": 0.025,
  "homo_energy_ev": -8.948,
  "de_lowest_kcal_mol": 27.5
}

---

Repeat the fourth record exactly.
{
  "formula": "C4H7F2NS",
  "method": "ωB97M-V with the def2-TZVPD basis set",
  "symbols": ["S", "F", "F", "N", "C", "C", "C", "C", "H", "H", "H", "H", "H", "H", "H"],
  "positions_angstrom": [[2.170758, -0.048377, -0.150457], [-0.222736, 1.514385, -0.759899], [-0.273557, -1.503885, -0.679262], [-2.240886, -0.105834, -0.492094], [-0.307569, -0.966418, 0.595929], [-0.393860, 1.162692, 0.510614], [0.704894, 0.039949, 0.782132], [-1.404883, -0.003478, 0.667343], [0.964355, 0.009943, 1.813984], [-2.883419, -0.905855, -0.541403], [-0.436750, -1.726930, 1.270739], [1.557335, -0.062317, -1.306819], [-1.838062, 0.029337, 1.723122], [-2.974643, 0.665019, -0.689941], [-0.559596, 2.014706, 1.198625]],
  "forces_ev_per_a": [[1.3, 0.2, 0.2], [-0.4, 1.3, -1.5], [0.4, -0.7, -0.1], [-3.8, 1.2, -1.0], [-1.0, -1.9, -2.3], [0.7, -1.2, 1.7], [0.6, 2.3, 1.3], [-2.3, 2.2, 0.3], [0.5, 0.3, 1.0], [1.0, -0.1, 0.4], [0.4, -2.3, 1.6], [-0.3, 0.0, -0.8], [0.1, 0.0, -1.2], [2.1, -1.0, 1.0], [0.5, -0.2, -0.6]],
  "gap_ev": 9.8,
  "e_tot_ha": -809.2121,
  "lumo_energy_ha": 0.026,
  "homo_energy_ev": -9.109,
  "de_lowest_kcal_mol": 53.9
}

---

Repeat the eighth record exactly.
{
  "formula": "C4H7FN2O",
  "method": "ωB97M-V with the def2-TZVPD basis set",
  "symbols": ["F", "O", "N", "N", "C", "C", "C", "C", "H", "H", "H", "H", "H", "H", "H"],
  "positions_angstrom": [[0.538971, 0.927235, -2.179411], [0.408641, -3.265540, 1.890678], [-0.261105, 2.553524, 0.007545], [0.291026, -1.348261, 0.651094], [0.116028, 0.400694, -1.018749], [0.657597, -0.705402, -0.521722], [0.615495, -2.635241, 0.889208], [-0.894009, 1.322794, -0.368930], [-0.129363, -0.872994, 1.436318], [1.306765, -1.290823, -1.168125], [-1.010572, 3.228601, 0.206530], [-1.681506, 1.533869, -1.121381], [-1.376603, 0.754030, 0.475214], [1.156197, -3.071400, -0.060545], [0.262438, 2.468914, 0.882276]],
  "forces_ev_per_a": [[0.3, -0.4, -0.3], [-0.1, 0.1, 0.2], [-0.5, 1.3, 0.8], [-0.3, 0.3, 0.9], [-0.6, 0.8, 1.0], [-0.3, 0.0, -1.4], [1.3, -1.3, -1.9], [-0.3, -1.7, 0.0], [-0.1, 0.2, -0.2], [0.2, 0.2, 0.2], [0.6, -0.1, -0.1], [0.4, -0.1, 0.4], [0.2, 0.5, -0.6], [-0.8, 0.4, 1.5], [-0.1, -0.1, -0.4]],
  "gap_ev": 9.6,
  "e_tot_ha": -441.2074,
  "lumo_energy_ha": 0.025,
  "homo_energy_ev": -8.948,
  "de_lowest_kcal_mol": 27.5
}